{"formula": "C6H5As3Cl3Cu2F26OPt", "method": "ωB97M-V/def2-TZVPD", "lumo_ev": [-7.7779, -8.7562], "charge": 1, "e_homo_ha": [-0.4712, -0.4712], "multiplicity": 3, "gap_ev": [5.0, 4.1], "species": ["Pt", "Cu", "Cu", "As", "F", "F", "F", "F", "F", "F", "As", "F", "F", "F", "F", "F", "F", "As", "F", "F", "F", "F", "F", "F", "C", "C", "C", "F", "F", "F", "F", "O", "C", "C", "F", "F", "F", "F", "H", "H", "H", "H", "C", "Cl", "Cl", "Cl", "H"], "xyz": [[-3.8634, -1.1759, 1.6837], [-3.6343, -0.6201, -3.5043], [-0.1267, -3.2955, 0.0545], [-4.1661, -3.7008, -1.1367], [-4.1811, -4.8315, 0.2052], [-5.9327, -3.6668, -1.1551], [-4.1050, -2.4467, -2.4235], [-2.3826, -3.6881, -0.9766], [-4.0570, -5.0570, -2.2872], [-4.2568, -2.3968, 0.0414], [-6.3999, 0.5132, -0.5148], [-5.8590, 2.1670, -0.6535], [-7.5048, 0.9059, 0.8869], [-6.7686, -1.3001, -0.4240], [-5.3117, 0.1639, -1.9215], [-4.9743, 0.1302, 0.6215], [-7.6934, 0.7305, -1.7578], [-1.0763, 0.2132, -0.8332], [-0.0962, 1.3451, 0.1536], [-2.2733, -0.0707, 0.5853], [-2.1538, -0.9931, -1.5750], [-0.0476, 0.1473, -2.3283], [-0.1058, -1.1057, -0.1649], [-2.0862, 1.5268, -1.4050], [4.7400, -0.0563, 2.1007], [4.6300, -1.5822, 1.9664], [3.9774, -2.0568, 0.6209], [3.9351, -3.3701, 0.4825], [2.7212, -1.5789, 0.3087], [5.7549, -2.2707, 2.2180], [3.8858, -1.9967, 3.0050], [5.6385, 0.5885, 1.1741], [5.6422, 2.0087, 1.0250], [6.3977, 2.4030, -0.2130], [6.2415, 3.7201, -0.5695], [7.7471, 2.0994, -0.2043], [4.3420, 2.3659, 0.8048], [6.0806, 2.6061, 2.1029], [5.2232, 0.1257, 3.0607], [3.7609, 0.4177, 2.1700], [4.5101, -1.7751, -0.2873], [6.0396, 1.7858, -1.0370], [-0.4556, 4.5199, 0.1072], [-1.9343, 4.3347, -0.7977], [-0.2001, 6.2194, 0.7962], [0.8385, 4.1437, -0.9749], [-0.4599, 3.8536, 0.9699]], "lowdin_charge": [1.52, 0.70, 0.75, 0.90, -0.24, -0.21, -0.26, -0.27, -0.22, -0.38, 1.02, -0.21, -0.25, -0.28, -0.29, -0.42, -0.25, 0.98, -0.24, -0.39, -0.28, -0.24, -0.27, -0.26, -0.04, -0.44, -0.29, 0.11, 0.04, 0.15, 0.12, 0.01, -0.53, -0.25, 0.10, 0.08, 0.12, 0.21, 0.15, 0.14, 0.17, 0.17, -1.53, 0.57, 0.47, 0.55, 0.01]}

---

{"formula": "C3H6N2", "method": "ωB97M-V/def2-TZVPD", "lumo_ev": [1.1088, -0.3730], "e_homo_ha": [-0.2190, -0.3881], "multiplicity": 3, "relative_energy_ev": 2.132, "gap_ev": [7.1, 10.2], "species": ["C", "C", "C", "N", "N", "H", "H", "H", "H", "H", "H"], "xyz": [[-1.1864, -0.8814, 0.1524], [2.7880, 0.4889, 0.5984], [2.7454, 0.1478, -0.5520], [-2.1122, 1.1601, -0.3762], [-2.1058, 0.0366, 0.2796], [-0.2085, -0.5849, -0.1789], [-1.3563, -1.9081, 0.2315], [3.1747, 0.6688, 1.5478], [2.3970, -0.0255, -1.5284], [-1.2355, 1.2049, -0.9876], [-2.9004, -0.3072, 0.8133]], "lowdin_charge": [-0.05, 0.00, -0.01, 0.05, -0.27, 0.03, 0.03, 0.00, 0.01, 0.06, 0.14]}

---

{"formula": "C7H17N5O2RuS3", "method": "ωB97M-V/def2-TZVPD", "lumo_ev": [-11.4235, -13.5830], "charge": 3, "e_homo_ha": [-0.6560, -0.7481], "multiplicity": 6, "gap_ev": [6.4, 6.8], "species": ["Ru", "C", "C", "S", "C", "C", "S", "C", "C", "S", "H", "H", "H", "H", "H", "H", "H", "H", "H", "H", "H", "H", "N", "N", "C", "N", "N", "N", "O", "O", "H", "H", "H", "H", "H"], "xyz": [[0.4644, 0.3953, -0.3882], [0.6692, -2.1637, 1.9017], [1.9179, -2.2486, 1.0592], [1.5063, -1.7264, -0.6252], [0.2351, -2.9733, -1.1502], [-1.1956, -2.5849, -0.8099], [-1.5322, -0.8052, -0.5764], [-2.5215, -0.5938, 0.9577], [-1.6363, -0.6399, 2.1616], [0.1457, -0.4058, 1.6884], [0.8387, -2.3057, 2.9753], [-0.1413, -2.9425, 1.7641], [2.3742, -3.2529, 0.9078], [2.6633, -1.5481, 1.4066], [0.5462, -3.9246, -0.6905], [0.3764, -2.9650, -2.2476], [-1.6289, -3.1230, 0.0429], [-1.8903, -2.7362, -1.5909], [-3.2554, -1.3879, 0.9449], [-3.0286, 0.3655, 0.8026], [-1.7303, -1.6020, 2.6960], [-1.7705, 0.1073, 2.9388], [1.4617, 1.2464, -2.1403], [1.4846, 2.6584, -2.0440], [0.6987, 3.2532, -1.1113], [0.7503, 4.6077, -1.1131], [0.0122, 2.4442, -0.3930], [-0.6923, 2.9847, 0.7172], [-1.2566, 4.0780, 0.5182], [-0.6577, 2.3376, 1.7337], [2.4711, 1.0009, -2.2213], [1.1472, 0.9628, -3.0523], [1.6472, 3.1997, -2.8601], [1.3842, 5.0638, -1.6661], [0.1429, 5.2241, -0.5362]], "lowdin_charge": [0.86, -0.41, -0.45, 0.88, -0.36, -0.41, 0.88, -0.38, -0.37, 0.87, 0.12, 0.12, 0.13, 0.10, 0.13, 0.11, 0.11, 0.08, 0.11, 0.11, 0.12, 0.10, -0.02, 0.03, -0.39, 0.26, -0.01, -0.40, 0.23, 0.11, 0.15, 0.13, 0.17, 0.11, 0.16]}

---

{"formula": "C39H47N2OSSiTi", "method": "ωB97M-V/def2-TZVPD", "lumo_ev": -2.4389, "charge": 1, "e_homo_ha": -0.4062, "multiplicity": 1, "relative_energy_ev": 0.019, "gap_ev": 8.6, "species": ["Ti", "C", "C", "C", "C", "C", "C", "C", "H", "H", "H", "H", "H", "H", "H", "H", "C", "C", "C", "C", "N", "H", "H", "H", "H", "H", "H", "H", "H", "H", "C", "C", "C", "C", "Si", "O", "C", "C", "C", "C", "C", "C", "C", "C", "C", "C", "C", "C", "H", "H", "H", "H", "H", "H", "H", "H", "H", "H", "H", "H", "H", "H", "H", "H", "H", "H", "H", "N", "S", "C", "C", "C", "C", "C", "C", "C", "C", "C", "C", "C", "C", "H", "H", "H", "H", "H", "H", "H", "H", "H", "H", "H"], "xyz": [[0.2380, -0.6167, 0.1768], [-0.1194, 3.1978, 0.5679], [-0.8709, 1.8986, 0.6127], [-1.3335, 1.3063, -0.5609], [-2.0675, 0.1114, -0.5207], [-2.3136, -0.5045, 0.7007], [-1.8611, 0.0863, 1.8871], [-1.1464, 1.2692, 1.8402], [-0.8259, 4.0299, 0.5676], [0.4802, 3.2799, -0.3392], [0.5236, 3.3203, 1.4402], [-1.1082, 1.7622, -1.5163], [-2.4095, -0.3363, -1.4425], [-2.8522, -1.4423, 0.7409], [-2.0450, -0.4064, 2.8327], [-0.7783, 1.7121, 2.7574], [1.3566, -0.5916, -3.5772], [0.8747, -1.7211, -2.6601], [-0.4027, -2.3419, -3.2297], [1.9611, -2.7882, -2.5240], [0.5871, -1.1694, -1.3570], [1.5929, -0.9755, -4.5717], [2.2509, -0.1189, -3.1664], [0.5817, 0.1707, -3.6784], [-0.2089, -2.7850, -4.2080], [-1.1748, -1.5796, -3.3513], [-0.7842, -3.1209, -2.5674], [2.2196, -3.1963, -3.5031], [1.6299, -3.6080, -1.8848], [2.8619, -2.3562, -2.0830], [2.7520, -4.1977, 1.8278], [1.9452, -3.6755, 3.0278], [2.6471, -2.4200, 3.5606], [1.8999, -4.7500, 4.1163], [0.2188, -3.2739, 2.3782], [0.3798, -1.9892, 1.3660], [-0.4851, -4.7033, 1.4072], [-0.9441, -5.8760, 2.0140], [-1.4282, -6.9308, 1.2548], [-1.4662, -6.8314, -0.1306], [-1.0223, -5.6733, -0.7517], [-0.5378, -4.6210, 0.0144], [-1.0537, -2.7447, 3.6636], [-2.3969, -3.0835, 3.4637], [-3.4088, -2.5415, 4.2469], [-3.0981, -1.6440, 5.2587], [-1.7713, -1.3044, 5.4890], [-0.7672, -1.8485, 4.6993], [3.7791, -4.4156, 2.1384], [2.7945, -3.4605, 1.0200], [2.3229, -5.1149, 1.4196], [3.7071, -2.6333, 3.7373], [2.2293, -2.0755, 4.5074], [2.5847, -1.5969, 2.8449], [2.9144, -4.9859, 4.4536], [1.4571, -5.6769, 3.7446], [1.3265, -4.4273, 4.9887], [-0.9355, -5.9700, 3.0952], [-1.7790, -7.8311, 1.7427], [-1.8455, -7.6543, -0.7224], [-1.0523, -5.5918, -1.8315], [-0.1924, -3.7141, -0.4725], [-2.6607, -3.7840, 2.6790], [-4.4391, -2.8245, 4.0714], [-3.8830, -1.2219, 5.8730], [-1.5184, -0.6194, 6.2887], [0.2562, -1.5567, 4.8971], [1.8982, 0.5596, 0.7407], [3.3912, 0.0063, 0.5352], [4.1111, 0.7415, -0.9172], [3.9931, 2.1026, -1.1674], [4.5364, 2.6195, -2.3290], [5.1975, 1.7802, -3.2223], [5.3174, 0.4257, -2.9581], [4.7643, -0.1045, -1.7984], [4.3638, 0.7901, 1.8165], [3.7427, 1.1847, 2.9903], [4.5150, 1.7273, 4.0090], [5.8860, 1.8546, 3.8526], [6.4973, 1.4390, 2.6759], [5.7391, 0.9018, 1.6494], [1.8771, 1.5712, 0.8269], [3.4950, 2.7544, -0.4588], [4.4541, 3.6771, -2.5398], [5.6210, 2.1906, -4.1291], [5.8300, -0.2235, -3.6547], [4.8360, -1.1645, -1.5866], [2.6753, 1.0553, 3.1104], [4.0406, 2.0426, 4.9286], [6.4835, 2.2751, 4.6501], [7.5676, 1.5361, 2.5552], [6.2135, 0.5859, 0.7293]], "lowdin_charge": [0.84, -0.03, -0.30, -0.07, -0.10, -0.07, -0.05, -0.02, 0.10, 0.09, 0.09, 0.13, 0.12, 0.13, 0.10, 0.13, -0.04, -0.69, -0.04, -0.03, -0.09, 0.09, 0.06, 0.08, 0.09, 0.08, 0.06, 0.09, 0.07, 0.06, -0.08, -0.60, -0.08, -0.08, 0.54, -0.37, -0.23, -0.10, -0.07, -0.08, -0.08, -0.09, -0.21, -0.10, -0.08, -0.08, -0.09, -0.10, 0.09, 0.07, 0.08, 0.09, 0.07, 0.04, 0.09, 0.07, 0.08, 0.11, 0.11, 0.11, 0.10, 0.06, 0.10, 0.11, 0.11, 0.11, 0.09, -0.37, 1.09, -0.42, -0.07, -0.05, -0.05, -0.06, -0.10, -0.38, -0.09, -0.06, -0.06, -0.05, -0.07, 0.01, 0.11, 0.11, 0.11, 0.12, 0.11, 0.10, 0.11, 0.11, 0.12, 0.11]}

---

{"formula": "C16H12O5", "method": "ωB97M-V/def2-TZVPD", "lumo_ev": -1.4380, "e_homo_ha": -0.3265, "multiplicity": 1, "smiles": "COC(=O)[C@@]1(C)C=CC2=C(O1)C(=O)c1ccccc1C2=O", "relative_energy_ev": 2.997, "gap_ev": 7.4, "species": ["C", "O", "C", "O", "C", "C", "C", "C", "C", "C", "O", "C", "O", "C", "C", "C", "C", "C", "C", "C", "O", "H", "H", "H", "H", "H", "H", "H", "H", "H", "H", "H", "H"], "xyz": [[3.4360, -2.0892, 2.1158], [2.6185, -0.9473, 2.4643], [1.3574, -1.0037, 2.0438], [0.9480, -2.0215, 1.4962], [0.4428, 0.2214, 2.4818], [0.2860, 0.4208, 3.9333], [1.2458, 1.4850, 1.9615], [1.0419, 1.8354, 0.6265], [0.0169, 1.2328, -0.2380], [-0.8613, 0.3841, 0.3814], [-0.8001, 0.1812, 1.7604], [-1.8651, -0.4048, -0.3764], [-2.7374, -1.0903, 0.1403], [-1.9077, -0.2280, -1.9292], [-2.9571, -0.7633, -2.7253], [-2.9836, -0.6256, -4.0579], [-1.9302, 0.1885, -4.6769], [-0.9524, 0.7624, -3.8959], [-0.9745, 0.7095, -2.4773], [-0.0123, 1.3323, -1.7062], [0.8892, 2.0446, -2.1789], [3.1030, -3.0146, 2.6091], [3.4331, -2.2603, 0.9836], [4.4914, -2.0173, 2.5102], [-0.5100, 1.1100, 4.2079], [0.0617, -0.5165, 4.5213], [1.2475, 0.7754, 4.2954], [2.0600, 1.8677, 2.6427], [1.6711, 2.6687, 0.3369], [-3.7570, -1.2515, -2.2447], [-3.7784, -0.7810, -4.8193], [-2.1169, 0.3779, -5.7537], [-0.2064, 1.4170, -4.4326]], "lowdin_charge": [-0.04, -0.03, -0.40, 0.11, -0.38, -0.01, 0.04, 0.02, -0.04, -0.08, 0.05, -0.21, 0.13, -0.01, -0.03, -0.05, -0.05, -0.01, -0.11, -0.32, 0.10, 0.09, 0.12, 0.10, 0.10, 0.12, 0.09, 0.13, 0.11, 0.10, 0.12, 0.11, 0.14]}